Record 1
Density functional theory data (the ωB97M-V functional and the def2-TZVPD basis) for C35H30N11O6SbSe4Ti as an isolated structure in a non-equilibrium geometry.

Properties
* relative energy (zero: lowest compared OMol25 entry of this formula, charge and spin): 0.746 eV
* total charge: -1
* LUMO level (spin up / spin down): 1.123 / 1.060 eV
* ⟨S²⟩: 0.759
* molecular weight: 1186.2 g/mol
* multiplicity: 2

Atoms and positions in Å:
1 Ti -0.4150 -0.1995 0.2402
2 O 1.3598 0.7517 0.7287
3 C 1.6543 1.9153 0.9835
4 C 0.7251 2.9577 1.3105
5 C 1.2322 4.2055 1.6888
6 C 0.3745 5.2000 2.0755
7 C -1.0187 4.9948 2.0997
8 C -1.5370 3.7896 1.7296
9 C -0.6923 2.7201 1.3034
10 O -1.1943 1.6146 0.9446
11 N 0.9126 6.4896 2.4841
12 O 2.1213 6.6420 2.4601
13 O 0.1213 7.3531 2.8236
14 H 2.7211 2.1794 0.9860
15 H 2.2994 4.3858 1.6799
16 H -1.6593 5.8078 2.4092
17 H -2.6050 3.6171 1.7239
18 Se -2.6011 0.3298 -5.0993
19 Sb -0.1698 0.0061 -5.2658
20 Se 2.6747 -1.8335 -1.6863
21 Se 0.5422 -0.9638 -2.0512
22 Se 0.8151 2.1563 -5.6612
23 C -2.6933 -2.3529 -2.0441
24 C -2.7382 -1.0619 -1.2895
25 O -2.3186 -0.9852 -0.0897
26 N -3.2653 -0.0318 -1.9074
27 C -3.3379 1.2933 -1.3316
28 C -2.1604 2.1350 -1.7469
29 C -2.3269 3.4083 -2.2563
30 C -1.2013 4.1430 -2.6009
31 C 0.0419 3.5634 -2.4552
32 C 0.1160 2.2682 -1.9626
33 N -0.9578 1.5772 -1.5886
34 H -1.8412 -2.9403 -1.7168
35 H -2.6165 -2.1563 -3.1151
36 H -3.6223 -2.8967 -1.8520
37 H -3.3013 -0.0897 -2.9416
38 H -3.3526 1.1970 -0.2450
39 H -4.2653 1.7595 -1.6625
40 H -3.3227 3.8013 -2.4132
41 H -1.3012 5.1359 -3.0193
42 H 0.9431 4.0699 -2.7678
43 H 1.0597 1.7364 -1.8997
44 C 3.0021 -4.4969 1.0700
45 N 1.7696 -3.7543 1.0876
46 C 1.6292 -2.4318 0.9634
47 N 0.3432 -2.1501 0.7952
48 C -0.2540 -3.3738 0.7709
49 N 0.5673 -4.3720 0.9441
50 C 3.4165 -5.0325 2.4199
51 C 4.4043 -6.0086 2.4952
52 C 4.8242 -6.4999 3.7228
53 C 4.2618 -6.0249 4.8957
54 C 3.2723 -5.0497 4.8244
55 C 2.8514 -4.5585 3.5926
56 C 2.6729 -4.5450 6.0568
57 N 2.8726 -4.9292 7.2703
58 N 2.0662 -4.1298 8.0737
59 C 1.4416 -3.3322 7.2804
60 O 1.7742 -3.5295 5.9816
61 C 0.4757 -2.2878 7.6139
62 C 0.0253 -2.1709 8.9268
63 C -0.8900 -1.1842 9.2449
64 C -1.3536 -0.3167 8.2641
65 C -0.8977 -0.4234 6.9575
66 C -1.3620 0.5750 5.9222
67 N -1.4190 0.0294 4.5836
68 C -0.6103 0.2681 3.5475
69 N -0.9768 -0.4659 2.5195
70 C -2.0497 -1.1520 2.9886
71 N -2.3479 -0.8876 4.2397
72 C 0.0157 -1.4162 6.6339
73 H 3.7606 -3.8259 0.6592
74 H 2.8811 -5.3114 0.3560
75 H 2.4297 -1.7196 1.0366
76 H -1.3112 -3.5050 0.6138
77 H 4.8472 -6.3896 1.5822
78 H 5.5931 -7.2601 3.7641
79 H 4.5734 -6.3978 5.8616
80 H 2.0698 -3.8117 3.5506
81 H 0.3942 -2.8590 9.6747
82 H -1.2529 -1.0930 10.2600
83 H -2.0790 0.4473 8.5180
84 H -0.6797 1.4264 5.8823
85 H -2.3513 0.9535 6.1771
86 H 0.1989 0.9809 3.5706
87 H -2.6166 -1.8372 2.3815
88 H 0.3679 -1.5252 5.6159

Löwdin analysis output, partial charges in e: atom 1 (Ti): 0.7687, atom 2 (O): -0.1024, atom 3 (C): -0.1536, atom 4 (C): -0.1182, atom 5 (C): 0.0553, atom 6 (C): -0.1567, atom 7 (C): 0.0106, atom 8 (C): 0.0230, atom 9 (C): -0.3387, atom 10 (O): -0.1423, atom 11 (N): -0.3653, atom 12 (O): 0.0601, atom 13 (O): 0.0572, atom 14 (H): 0.1494, atom 15 (H): 0.1312, atom 16 (H): 0.1182, atom 17 (H): 0.1209, atom 18 (Se): -0.2624, atom 19 (Sb): 0.1416, atom 20 (Se): -0.1113, atom 21 (Se): -0.0136, atom 22 (Se): -0.3210, atom 23 (C): -0.0095, atom 24 (C): -0.5195, atom 25 (O): -0.1456, atom 26 (N): 0.0815, atom 27 (C): -0.0947, atom 28 (C): -0.2808, atom 29 (C): -0.0151, atom 30 (C): -0.0505, atom 31 (C): -0.0863, atom 32 (C): -0.1984, atom 33 (N): 0.0299, atom 34 (H): 0.0555, atom 35 (H): 0.0592, atom 36 (H): 0.0964, atom 37 (H): -0.0429, atom 38 (H): 0.1186, atom 39 (H): 0.1272, atom 40 (H): 0.1129, atom 41 (H): 0.1101, atom 42 (H): 0.1027, atom 43 (H): 0.0755, atom 44 (C): -0.0892, atom 45 (N): -0.1509, atom 46 (C): -0.2889, atom 47 (N): -0.0785, atom 48 (C): -0.2002, atom 49 (N): 0.1394, atom 50 (C): -0.1735, atom 51 (C): -0.0314, atom 52 (C): -0.0662, atom 53 (C): -0.0252, atom 54 (C): -0.1384, atom 55 (C): 0.0390, atom 56 (C): -0.2862, atom 57 (N): 0.1181, atom 58 (N): 0.1180, atom 59 (C): -0.2963, atom 60 (O): 0.1307, atom 61 (C): -0.1298, atom 62 (C): -0.0175, atom 63 (C): -0.0619, atom 64 (C): -0.0351, atom 65 (C): -0.1906, atom 66 (C): -0.0752, atom 67 (N): -0.1303, atom 68 (C): -0.1071, atom 69 (N): 0.0370, atom 70 (C): -0.1648, atom 71 (N): 0.1390, atom 72 (C): 0.0391, atom 73 (H): 0.1243, atom 74 (H): 0.1373, atom 75 (H): 0.0793, atom 76 (H): 0.1117, atom 77 (H): 0.1181, atom 78 (H): 0.1045, atom 79 (H): 0.1124, atom 80 (H): 0.1206, atom 81 (H): 0.1151, atom 82 (H): 0.1063, atom 83 (H): 0.1140, atom 84 (H): 0.1383, atom 85 (H): 0.1308, atom 86 (H): 0.1481, atom 87 (H): 0.1154, atom 88 (H): 0.1238

---

Record 2
Density functional theory data (the ωB97M-V functional and the def2-TZVPD basis) for C35H31BrF5IrN3O2PSTe as an isolated structure in a non-equilibrium geometry.

Properties
* relative energy (zero: lowest compared OMol25 entry of this formula, charge and spin): 0.000 eV
* total charge: +2
* LUMO level: -5.870 eV
* molecular weight: 1083.4 g/mol

Atoms and positions in Å:
1 Ir -1.0096 0.5337 0.3646
2 C -2.0976 5.1118 -3.2801
3 C -2.3691 4.2856 -2.0573
4 C -3.3627 4.6245 -1.1428
5 C -3.6168 3.8249 -0.0347
6 C -2.8347 2.7082 0.0856
7 Br -2.9530 1.4325 1.5144
8 N -1.8549 2.3528 -0.7416
9 C -1.6298 3.1370 -1.8006
10 H -2.4378 6.1361 -3.1441
11 H -2.6219 4.6997 -4.1438
12 H -1.0340 5.1326 -3.5147
13 H -3.9439 5.5260 -1.2906
14 H -4.3758 4.0681 0.6949
15 H -0.8191 2.8369 -2.4556
16 N -0.9253 -2.3988 0.5100
17 P -0.6139 -1.1928 1.7113
18 C -1.4352 -2.0454 3.0796
19 C -0.9250 -3.3203 3.3507
20 C -1.4817 -4.0964 4.3528
21 C -2.5625 -3.6152 5.0789
22 C -3.0786 -2.3593 4.8018
23 C -2.5161 -1.5684 3.8115
24 C 1.1240 -0.9015 2.0442
25 C 1.4720 0.4540 2.0281
26 C 2.7444 0.8670 2.3600
27 C 3.6972 -0.0838 2.7006
28 C 3.3832 -1.4355 2.6854
29 C 2.0972 -1.8413 2.3674
30 C -1.5570 -2.0961 -0.6686
31 C -1.9140 -3.0997 -1.5779
32 C -2.5044 -2.7566 -2.7664
33 C -2.7294 -1.4072 -3.0613
34 C -2.3753 -0.4709 -2.1324
35 N -1.8180 -0.7986 -0.9415
36 H -0.9957 -3.3662 0.7930
37 H -0.0707 -3.7177 2.8121
38 H -1.0649 -5.0704 4.5695
39 H -2.9964 -4.2175 5.8653
40 H -3.9118 -1.9738 5.3731
41 H -2.9126 -0.5783 3.6513
42 H -0.0040 1.7470 2.3961
43 H 2.9775 1.9237 2.3501
44 H 4.6944 0.2365 2.9723
45 H 4.1346 -2.1718 2.9350
46 H 1.8586 -2.8966 2.3759
47 H -1.7086 -4.1311 -1.3259
48 H -2.7858 -3.5266 -3.4721
49 H -3.1824 -1.0971 -3.9909
50 H -2.5382 0.5808 -2.2987
51 F -2.8489 1.9611 4.4304
52 Te -1.0951 2.1658 5.0408
53 F -0.9391 3.1113 3.2532
54 F -0.8356 0.5486 3.5997
55 F -1.6544 0.8561 6.3110
56 F -1.7604 3.6314 6.0093
57 O 0.5620 1.4563 1.6317
58 O 0.7386 0.4324 -0.7313
59 S 1.0995 -0.6829 -1.7611
60 C 2.7338 -1.1801 -1.3188
61 C 3.7159 -0.2437 -1.0225
62 C 4.9878 -0.7002 -0.7287
63 C 5.2620 -2.0651 -0.7402
64 C 4.2682 -2.9868 -1.0349
65 C 2.9842 -2.5455 -1.3242
66 C 1.3652 0.2410 -3.2539
67 C 1.5776 1.6108 -3.2129
68 C 1.8074 2.2774 -4.4083
69 C 1.8238 1.5773 -5.6081
70 C 1.6092 0.2049 -5.6271
71 C 1.3728 -0.4757 -4.4426
72 H 3.4883 0.8146 -1.0248
73 H 5.7740 0.0067 -0.4999
74 H 6.2633 -2.4100 -0.5190
75 H 4.4901 -4.0450 -1.0418
76 H 2.1944 -3.2509 -1.5531
77 H 1.5768 2.1391 -2.2682
78 H 1.9888 3.3440 -4.4008
79 H 2.0084 2.1034 -6.5348
80 H 1.6239 -0.3350 -6.5638
81 H 1.2026 -1.5460 -4.4491

Löwdin analysis output, partial charges in e: atom 1 (Ir): 1.0438, atom 2 (C): -0.0186, atom 3 (C): -0.2140, atom 4 (C): 0.0341, atom 5 (C): -0.0249, atom 6 (C): -0.6072, atom 7 (Br): 1.0436, atom 8 (N): -0.0885, atom 9 (C): -0.0516, atom 10 (H): 0.0933, atom 11 (H): 0.0996, atom 12 (H): 0.0869, atom 13 (H): 0.1397, atom 14 (H): 0.1342, atom 15 (H): 0.1195, atom 16 (N): -0.0512, atom 17 (P): 0.9486, atom 18 (C): -0.3082, atom 19 (C): -0.1013, atom 20 (C): -0.0516, atom 21 (C): -0.0390, atom 22 (C): -0.0341, atom 23 (C): -0.0801, atom 24 (C): -0.2685, atom 25 (C): -0.3148, atom 26 (C): 0.0197, atom 27 (C): -0.0324, atom 28 (C): -0.0480, atom 29 (C): -0.0480, atom 30 (C): -0.3811, atom 31 (C): 0.0140, atom 32 (C): -0.0132, atom 33 (C): -0.0279, atom 34 (C): -0.0990, atom 35 (N): -0.1076, atom 36 (H): 0.1123, atom 37 (H): 0.0914, atom 38 (H): 0.1174, atom 39 (H): 0.1203, atom 40 (H): 0.1240, atom 41 (H): 0.0657, atom 42 (H): 0.0462, atom 43 (H): 0.1386, atom 44 (H): 0.1238, atom 45 (H): 0.1205, atom 46 (H): 0.1056, atom 47 (H): 0.1305, atom 48 (H): 0.1303, atom 49 (H): 0.1235, atom 50 (H): 0.1064, atom 51 (F): -0.4762, atom 52 (Te): 1.9793, atom 53 (F): -0.5744, atom 54 (F): -0.5913, atom 55 (F): -0.5087, atom 56 (F): -0.4824, atom 57 (O): -0.1477, atom 58 (O): -0.6053, atom 59 (S): 1.1133, atom 60 (C): -0.3832, atom 61 (C): -0.0531, atom 62 (C): -0.0441, atom 63 (C): -0.0393, atom 64 (C): -0.0487, atom 65 (C): -0.0762, atom 66 (C): -0.3779, atom 67 (C): -0.0873, atom 68 (C): -0.0494, atom 69 (C): -0.0413, atom 70 (C): -0.0441, atom 71 (C): -0.0674, atom 72 (H): 0.1217, atom 73 (H): 0.1219, atom 74 (H): 0.1210, atom 75 (H): 0.1189, atom 76 (H): 0.1117, atom 77 (H): 0.1096, atom 78 (H): 0.1180, atom 79 (H): 0.1205, atom 80 (H): 0.1208, atom 81 (H): 0.1189